1.
Here is a cluster of 6 separate species, C33H83N5O11 in total at a distorted geometry from the OMol25 dataset. Energies are from ωB97M-V/def2-TZVPD.

CARTESIAN COORDINATES (ANGSTROEM)
C  -0.322  0.269  -0.067
C  -0.706  0.141  1.372
C  0.267  0.704  2.383
O  -2.039  0.653  1.515
H  -1.070  -0.052  -0.789
H  0.597  -0.279  -0.306
H  -0.012  1.288  -0.333
H  -0.783  -0.917  1.677
H  1.266  0.425  2.054
H  -0.033  0.370  3.376
H  0.113  1.791  2.395
H  -2.289  0.669  2.447
C  1.452  0.135  -3.661
O  2.061  -1.062  -4.082
C  3.282  -1.348  -3.428
C  3.934  -2.566  -4.079
N  4.512  -2.179  -5.363
C  4.902  -3.290  -6.223
C  5.710  -2.804  -7.437
O  5.985  -3.881  -8.309
C  6.965  -4.791  -7.827
H  2.052  0.975  -4.048
H  1.198  0.334  -2.620
H  0.589  0.305  -4.309
H  3.023  -1.596  -2.390
H  3.939  -0.476  -3.525
H  3.217  -3.393  -4.052
H  4.826  -2.773  -3.482
H  3.908  -1.546  -5.874
H  4.010  -3.720  -6.694
H  5.484  -4.026  -5.674
H  6.632  -2.292  -7.139
H  5.098  -2.127  -8.034
H  7.760  -4.314  -7.239
H  7.468  -5.359  -8.601
H  6.434  -5.413  -7.102
C  -3.676  7.104  3.348
O  -5.052  6.952  3.605
C  -5.367  6.220  4.786
C  -6.512  5.251  4.470
N  -6.027  4.176  3.621
C  -7.077  3.559  2.800
C  -6.495  2.472  1.923
O  -5.795  3.062  0.844
C  -5.311  2.085  -0.057
H  -3.071  6.194  3.234
H  -3.112  7.795  3.975
H  -3.665  7.445  2.306
H  -5.715  6.943  5.528
H  -4.514  5.654  5.168
H  -7.272  5.834  3.930
H  -6.873  4.897  5.439
H  -5.353  4.613  2.997
H  -7.497  4.380  2.202
H  -7.888  3.180  3.423
H  -7.294  1.813  1.566
H  -5.783  1.888  2.516
H  -5.208  2.499  -1.059
H  -5.922  1.185  -0.184
H  -4.337  1.757  0.320
C  -3.957  -5.926  -7.444
O  -2.792  -5.159  -7.461
C  -1.634  -5.848  -7.858
C  -1.088  -6.722  -6.696
N  -1.029  -5.968  -5.430
C  0.163  -5.125  -5.373
C  -0.160  -3.796  -4.674
O  -0.339  -4.064  -3.300
C  -0.645  -2.899  -2.542
H  -4.907  -5.391  -7.520
H  -4.019  -6.503  -6.513
H  -4.048  -6.621  -8.290
H  -0.919  -5.099  -8.201
H  -1.816  -6.496  -8.724
H  -0.123  -7.163  -6.946
H  -1.757  -7.579  -6.578
H  -1.869  -5.400  -5.471
H  0.615  -4.957  -6.355
H  0.893  -5.597  -4.708
H  -1.094  -3.350  -5.043
H  0.661  -3.093  -4.857
H  -1.331  -2.261  -3.101
H  0.301  -2.374  -2.357
H  -0.937  -3.296  -1.571
C  -1.486  0.473  6.859
O  -1.507  0.815  5.490
C  -2.043  2.090  5.238
C  -3.494  2.443  5.732
N  -4.441  1.791  4.832
C  -4.911  0.517  5.363
C  -5.814  -0.225  4.422
O  -7.124  0.322  4.602
C  -8.093  -0.475  3.983
H  -1.050  -0.527  6.864
H  -2.457  0.444  7.352
H  -0.804  1.075  7.468
H  -1.916  2.308  4.179
H  -1.427  2.878  5.709
H  -3.424  3.522  5.590
H  -3.737  2.215  6.774
H  -5.219  2.427  4.641
H  -5.394  0.573  6.354
H  -3.998  -0.016  5.656
H  -5.900  -1.265  4.766
H  -5.385  -0.275  3.417
H  -7.866  -0.674  2.934
H  -9.084  -0.005  4.013
H  -8.334  -1.386  4.552
C  9.729  1.799  5.527
O  8.566  2.522  5.224
C  8.725  3.438  4.158
C  8.556  2.808  2.774
N  7.152  2.351  2.627
C  6.935  1.843  1.274
C  5.450  1.520  1.098
O  5.182  1.193  -0.249
C  3.838  0.769  -0.397
H  9.649  1.479  6.571
H  10.655  2.387  5.521
H  9.883  0.900  4.919
H  9.651  4.019  4.192
H  7.874  4.115  4.257
H  9.239  1.952  2.687
H  8.736  3.572  2.019
H  7.114  1.606  3.315
H  7.458  0.876  1.245
H  7.220  2.483  0.442
H  4.892  2.414  1.397
H  5.222  0.732  1.825
H  3.734  -0.314  -0.328
H  3.535  1.108  -1.390
H  3.128  1.253  0.280

Atomic forces in eV per Å
C 1.17 0.46 -0.85
C -1.03 -1.42 0.89
C -0.85 1.01 -0.48
O 0.12 0.50 -0.07
H -0.25 -0.04 0.27
H -0.16 -0.38 0.33
H -0.48 0.20 0.21
H 0.12 -0.13 -0.66
H 0.18 0.09 0.55
H 0.49 -0.25 0.05
H 0.54 0.02 -0.12
H 0.09 -0.04 -0.04
C 0.22 1.35 -2.07
O -0.51 -0.23 0.20
C -0.34 -0.44 -0.08
C 0.67 1.37 0.19
N 0.07 -0.20 -0.26
C -0.40 0.90 -0.78
C -0.09 -0.26 0.22
O 0.83 -0.02 -0.71
C -0.57 0.35 1.31
H 0.46 0.07 0.65
H 0.17 -0.72 0.24
H -0.47 -0.60 0.43
H 0.47 0.23 0.13
H 0.13 -0.09 0.36
H 0.09 -0.17 -0.32
H -0.35 -0.54 0.42
H -0.20 -0.13 0.06
H 0.05 -0.70 0.34
H -0.18 -0.06 0.21
H 0.00 0.00 0.06
H 0.05 0.17 0.13
H -0.04 0.41 -0.19
H -0.49 -0.02 -0.37
H 0.38 -0.69 -0.19
C 0.33 0.04 -1.82
O 0.61 -0.66 0.51
C -0.82 0.12 -0.24
C 0.66 0.62 -0.10
N 0.12 -0.26 0.44
C 0.42 0.91 -0.08
C 0.08 0.15 0.27
O -0.84 -0.12 -0.45
C 0.87 -0.20 0.12
H -0.49 -0.45 0.70
H -0.37 0.17 0.30
H 0.18 0.56 0.24
H 0.14 -0.13 0.25
H 0.15 0.10 -0.03
H -0.25 0.02 0.36
H -0.35 -0.22 -0.20
H -0.05 -0.26 -0.19
H -0.32 -0.40 -0.39
H 0.21 -0.19 0.20
H 0.00 -0.01 -0.14
H -0.15 -0.16 0.05
H 0.10 0.35 0.14
H -0.41 0.20 0.40
H 0.10 -0.17 -0.31
C -0.83 -1.25 0.20
O -0.43 0.84 -0.49
C 0.64 -0.81 0.14
C -0.46 0.22 0.02
N 0.11 -0.70 -1.05
C -0.63 0.65 1.07
C 0.22 -0.38 -0.33
O -0.06 0.04 0.02
C 1.45 -0.91 -0.17
H 0.54 0.88 0.19
H -0.01 -0.16 -0.11
H 0.53 -0.10 0.04
H 0.05 0.14 0.28
H -0.23 0.01 -0.03
H 0.14 0.21 -0.02
H -0.10 0.05 0.09
H 0.16 0.26 0.36
H -0.02 0.15 -0.03
H 0.18 -0.14 -0.30
H 0.06 0.01 -0.34
H -0.02 0.12 0.21
H -0.35 0.06 0.48
H -0.16 0.41 -0.17
H -0.73 0.42 -0.06
C 0.80 -0.84 -0.05
O -0.53 0.14 0.16
C 0.05 1.28 1.41
C 1.16 -0.92 -1.83
N -0.85 0.45 0.21
C 1.05 0.28 0.81
C -0.18 -0.90 1.44
O 0.34 0.27 -0.90
C -1.29 -0.08 0.14
H -0.22 -0.10 0.20
H -0.17 0.07 -0.20
H -0.08 0.46 -0.22
H -0.55 -0.32 -0.14
H 0.38 -0.34 0.27
H -0.84 0.10 0.02
H 0.46 0.12 0.17
H 0.16 -0.10 -0.06
H -0.46 0.40 -0.20
H -0.10 -0.53 -0.72
H 0.29 -0.09 -0.04
H -0.54 0.50 -0.31
H 0.12 -0.26 0.03
H 0.39 0.65 -0.10
H 0.79 -0.31 -0.21
C 0.45 -0.46 0.97
O 0.53 0.17 -0.25
C -0.96 0.27 -0.73
C -0.71 -0.09 0.73
N 1.14 1.10 -0.13
C -0.83 -1.81 0.61
C 0.76 0.72 0.42
O -0.41 -0.27 0.81
C -0.10 0.44 -0.90
H -0.22 -0.15 -0.16
H -0.19 0.27 -0.41
H -0.12 0.13 -0.18
H 0.17 -0.21 0.34
H 0.18 0.19 0.10
H 0.26 0.19 -0.39
H 0.29 -0.10 -0.08
H -0.65 -0.18 -0.25
H 0.25 0.14 -0.88
H 0.41 0.34 0.41
H -0.20 -0.03 -0.04
H -0.37 -0.28 -0.30
H 0.05 -0.07 0.11
H -0.05 -0.33 -0.11
H 0.28 0.03 0.34

Lowest unoccupied orbital energy ... 0.74 eV
Gap between HOMO and LUMO ... 9.2 eV
Charge ... 0
Energy relative to the best compared isomer or geometry (same formula, charge and spin) ... 36.5 kcal/mol

Atomic partial charges in e from the Mulliken method, atoms 1 to 6: C -1.30; C 0.78; C -1.35; O -0.44; H 0.38; H 0.27

2.
Here is a structure of composition C33H83N5O8 at a distorted geometry from the OMol25 dataset. Energies are from ωB97M-V/def2-TZVPD.

CARTESIAN COORDINATES (ANGSTROEM)
C  0.711  0.856  0.400
O  0.243  0.301  1.524
H  1.792  0.935  0.285
H  0.380  0.192  -0.399
H  0.264  1.836  0.227
H  0.904  -0.327  1.826
C  -1.057  0.151  3.560
O  -0.369  1.292  3.041
H  -0.245  -0.512  3.856
H  -1.631  0.319  4.471
H  -1.718  -0.265  2.799
H  0.062  1.066  2.213
C  3.709  -0.696  -0.056
O  3.739  -1.820  0.785
H  4.540  -0.037  0.193
H  3.879  -1.112  -1.049
H  2.753  -0.190  0.076
H  4.587  -2.235  0.609
C  -2.544  -2.090  -0.616
C  -2.597  -1.641  0.844
C  -2.046  -2.755  1.785
O  -1.903  -2.336  3.159
C  -3.089  -2.375  3.980
N  -1.934  -0.379  0.923
H  -1.549  -2.437  -0.893
H  -3.088  -1.499  -1.353
H  -3.006  -3.075  -0.691
H  -3.638  -1.597  1.166
H  -1.081  -3.005  1.344
H  -2.515  -3.728  1.641
H  -3.861  -1.735  3.552
H  -2.915  -1.870  4.930
H  -3.582  -3.334  4.135
H  -2.266  -0.090  1.832
H  -0.953  -0.615  0.967
C  0.163  -1.729  1.872
C  1.468  -1.482  2.640
C  2.421  -2.659  2.712
O  1.731  -3.767  3.395
C  2.423  -4.962  3.340
N  2.120  -0.419  1.859
H  -0.473  -0.857  2.028
H  -0.345  -2.600  2.285
H  0.396  -1.925  0.825
H  1.151  -1.220  3.649
H  3.263  -2.467  3.378
H  2.739  -2.915  1.701
H  1.822  -5.743  3.806
H  3.423  -4.835  3.753
H  2.589  -5.172  2.283
H  2.823  0.042  2.419
H  2.645  -0.932  1.165
C  0.492  5.173  1.770
C  0.324  3.605  1.853
C  1.667  2.928  2.368
O  2.690  3.290  1.411
C  3.964  2.727  1.682
N  -0.921  3.266  2.584
H  -0.187  5.628  1.048
H  1.502  5.427  1.447
H  0.298  5.674  2.719
H  0.203  3.287  0.817
H  1.599  1.841  2.409
H  1.842  3.250  3.395
H  3.962  1.680  1.380
H  4.252  2.973  2.704
H  4.828  3.021  1.085
H  -0.698  3.456  3.551
H  -1.121  2.280  2.678
C  -1.976  2.581  1.428
C  -2.547  2.743  0.023
C  -1.559  3.617  -0.716
C  -1.823  3.656  -2.251
C  -1.871  2.253  -2.795
C  -2.764  1.224  -2.103
N  -2.631  1.424  -0.630
O  -3.366  0.521  0.148
C  -4.240  1.454  -2.558
C  -2.249  -0.171  -2.488
C  -3.956  3.442  -0.007
H  -1.885  3.565  1.888
H  -1.026  2.047  1.438
H  -2.650  2.041  2.093
H  -1.546  4.570  -0.187
H  -0.538  3.238  -0.662
H  -1.062  4.206  -2.804
H  -2.703  4.250  -2.494
H  -0.832  1.962  -2.951
H  -2.156  2.428  -3.832
H  -4.937  1.006  -1.850
H  -4.437  2.521  -2.664
H  -4.414  1.028  -3.546
H  -1.229  -0.347  -2.148
H  -2.876  -0.986  -2.128
H  -2.147  -0.382  -3.553
H  -4.018  4.070  -0.896
H  -4.124  4.003  0.912
H  -4.778  2.745  -0.174
H  -2.695  -0.032  0.553
C  3.829  -2.036  -3.141
C  2.349  -2.556  -3.215
C  1.782  -2.722  -1.748
C  1.325  -1.384  -1.156
C  0.187  -0.887  -2.016
C  0.599  -0.530  -3.442
N  1.473  -1.621  -3.979
O  1.782  -1.468  -5.296
C  -0.725  -0.495  -4.267
C  1.250  0.836  -3.449
C  2.353  -4.017  -3.772
H  4.088  -1.493  -4.050
H  4.021  -1.320  -2.341
H  4.649  -2.753  -3.088
H  0.958  -3.435  -1.714
H  2.620  -3.098  -1.161
H  0.999  -1.507  -0.123
H  2.163  -0.690  -1.093
H  -0.055  0.027  -1.473
H  -0.685  -1.532  -2.133
H  -1.120  -1.499  -4.420
H  -0.600  -0.191  -5.307
H  -1.508  0.111  -3.811
H  0.568  1.616  -3.111
H  1.483  1.179  -4.457
H  2.101  0.895  -2.770
H  2.687  -4.115  -4.804
H  3.019  -4.694  -3.238
H  1.420  -4.579  -3.805
H  0.989  -1.780  -5.738

Atomic forces in eV per Å
C -0.26 1.24 -4.09
O -0.08 2.68 -9.24
H -0.33 0.65 0.53
H 0.48 1.56 1.33
H 0.28 -0.67 -0.13
H 0.97 2.10 -0.48
C 1.39 1.07 0.83
O -3.62 -0.01 11.66
H -1.07 -0.46 0.24
H -0.03 0.74 -0.06
H 1.03 0.01 2.68
H 0.34 0.92 0.75
C 3.10 0.70 -1.56
O 2.28 -0.85 -1.01
H 0.04 0.31 0.03
H -0.24 1.02 0.72
H 1.81 0.29 -0.74
H 0.16 -0.45 0.16
C -0.96 -3.38 2.02
C -1.06 -4.02 -0.19
C -1.30 -0.50 -1.40
O -1.32 -1.45 0.10
C -0.42 0.90 -0.81
N 13.20 -10.58 8.43
H 0.32 0.88 -0.20
H -0.02 -1.79 3.54
H -0.63 -0.39 0.34
H -0.20 0.83 -0.36
H -1.34 -0.56 0.03
H -1.17 0.19 0.49
H -0.19 0.07 -0.43
H 0.67 -0.42 0.04
H 0.61 -0.38 -0.09
H 0.51 1.03 -0.81
H -1.39 0.87 -1.31
C 1.37 -5.11 3.19
C 0.57 -2.17 0.56
C -1.69 -2.20 1.64
O -0.71 1.91 -0.37
C 0.48 0.24 -0.93
N 5.81 -2.46 3.77
H 0.34 -4.28 1.27
H 3.01 0.85 0.76
H -0.85 -0.35 1.13
H 0.71 0.36 -0.01
H 0.44 0.50 -0.35
H -0.49 -0.84 0.86
H 0.28 0.06 0.09
H 0.17 -0.38 0.56
H 0.01 -0.69 -0.28
H 0.12 0.28 0.18
H -1.61 0.26 2.11
C 0.17 -0.76 0.26
C 0.50 1.11 0.87
C -0.66 0.45 -1.00
O 0.41 0.40 0.04
C -0.29 -0.23 0.08
N 9.81 9.34 9.60
H -0.14 -0.28 -0.03
H 0.04 -0.07 0.03
H 0.04 -0.22 0.19
H 0.13 0.33 0.60
H 0.19 0.42 -0.01
H 0.49 0.38 0.03
H -0.23 -0.58 0.97
H 0.02 -0.68 0.28
H -0.57 1.27 -0.57
H 1.11 0.77 2.12
H 0.82 0.59 2.26
C -8.05 -3.40 -9.08
C -1.60 -1.50 -0.93
C 0.14 0.09 -1.60
C -0.29 0.99 1.32
C 0.27 0.75 -1.03
C -0.97 0.30 0.55
N 1.48 -1.02 -0.38
O -12.05 7.98 -6.80
C 0.57 -0.13 -0.19
C -4.38 0.98 1.52
C 0.56 -0.34 -0.14
H -2.99 1.22 -2.50
H -1.78 -0.53 -3.31
H -0.50 -0.04 -0.12
H -0.10 0.29 -0.45
H -0.10 -0.21 0.09
H 0.46 -0.02 0.23
H -0.45 -0.29 0.15
H -0.59 -0.37 0.76
H -0.56 -0.58 -0.34
H 0.08 0.03 0.03
H -0.11 0.05 0.23
H 0.02 -0.19 -0.11
H -3.62 1.48 -0.14
H 0.60 2.91 -2.86
H -5.99 -1.54 3.17
H 0.04 0.51 0.26
H -0.08 0.21 -0.11
H 0.21 -0.35 0.52
H -5.22 4.44 -5.37
C 0.07 0.46 -0.89
C -0.31 -0.45 0.66
C 0.83 1.07 -0.41
C 0.20 -1.87 -1.79
C 3.09 -0.73 -0.04
C -0.13 -0.59 -0.48
N -0.87 -0.96 2.67
O 0.67 0.24 -1.10
C 4.34 -0.02 -3.98
C 0.13 0.74 -0.30
C 0.21 -0.15 -1.02
H -0.34 0.09 -0.24
H -0.31 -0.23 -0.91
H -0.41 -0.66 0.29
H 0.02 -0.09 -0.13
H -0.05 -0.43 0.06
H 0.68 0.11 -1.54
H -1.60 -0.48 -1.48
H -0.82 -0.29 -1.61
H 1.51 -1.04 0.77
H -0.17 -0.31 0.63
H 0.77 0.37 -0.29
H 5.02 2.52 -3.28
H 0.28 -0.40 0.18
H 0.55 -0.33 -0.04
H 0.34 -0.12 -0.24
H 0.26 0.56 -0.17
H 0.24 0.41 0.46
H -0.57 0.66 0.42
H -0.01 -0.15 -0.45

Lowest unoccupied orbital energy ... -0.10 eV
Gap between HOMO and LUMO ... 4.6 eV
Charge ... 0
Energy relative to the best compared isomer or geometry (same formula, charge and spin) ... 1024.5 kcal/mol

Atomic partial charges in e from the Mulliken method, atoms 1 to 6: C 0.16; O -0.16; H 0.50; H -0.42; H -0.01; H 0.68